Computed, not measured: a cluster of 2 separate species, C6H12N in total in a non-equilibrium geometry, with the ωB97M-V functional and the def2-TZVPD basis.

The geometry in XYZ format:
```
19
Properties=species:S:1:pos:R:3:mulliken_charge:R:1
N -0.226 0.058 -0.262 -0.094
C 1.699 -0.708 0.067 -0.212
C -1.234 -0.897 0.389 -0.822
C -0.209 1.343 0.454 -1.009
C -0.338 0.208 -1.772 -0.839
C 1.785 -0.771 1.430 -0.185
C 1.927 -0.528 2.626 -0.133
H 1.664 -1.736 -0.316 0.311
H -0.996 -1.253 1.461 0.309
H 2.376 0.056 -0.341 0.347
H -1.380 0.519 -2.223 0.311
H -1.089 1.751 0.022 0.510
H 0.517 0.940 -2.118 0.320
H -0.062 1.173 1.555 0.355
H -0.112 -0.744 -2.122 0.398
H -1.200 -1.787 -0.237 0.391
H -2.265 -0.484 0.414 0.336
H 2.156 -0.713 3.642 0.409
H 0.636 2.002 -0.088 0.297
```

The energy relative to the best compared isomer or geometry (same formula, charge and spin) comes out at 4.8166 eV. For the highest occupied orbital energy, the calculation gives -0.532 Ha. The lowest unoccupied orbital energy comes out at -5.22 eV. The charge is +1. As for the largest force on an atom: 4.3 eV/A. Its total energy is -7895.245 eV.